{"formula": "C37H29ClFeN8O", "method": "ωB97M-V/def2-TZVPD", "symbols": ["Fe", "Cl", "C", "C", "C", "C", "O", "C", "C", "N", "C", "C", "C", "C", "C", "C", "C", "C", "N", "C", "C", "H", "H", "H", "H", "H", "H", "H", "H", "H", "H", "C", "C", "C", "C", "C", "N", "C", "C", "C", "C", "C", "C", "C", "N", "C", "C", "C", "N", "C", "C", "N", "C", "C", "C", "N", "H", "H", "H", "H", "H", "H", "H", "H", "H", "H", "H", "H", "H", "H", "H", "H", "H", "H", "N", "C", "H"], "coordinates": [[-0.314, -0.325, -0.041], [-4.472, 0.429, -5.833], [-3.330, 0.575, -4.533], [-2.000, 0.917, -4.819], [-1.077, 1.038, -3.811], [-1.427, 0.785, -2.462], [-0.540, 0.926, -1.527], [-2.779, 0.454, -2.200], [-3.182, 0.356, -0.833], [-2.354, 0.126, 0.124], [-2.747, 0.375, 1.452], [-3.946, 0.074, 2.035], [-4.186, 0.458, 3.373], [-3.242, 1.145, 4.083], [-1.992, 1.457, 3.496], [-0.970, 2.179, 4.158], [0.195, 2.422, 3.499], [0.377, 1.900, 2.201], [-0.536, 1.226, 1.546], [-1.735, 1.039, 2.181], [-3.724, 0.379, -3.237], [-1.712, 1.092, -5.847], [-0.053, 1.310, -4.032], [-4.223, 0.577, -0.589], [-4.711, -0.450, 1.477], [-5.137, 0.217, 3.827], [-3.438, 1.460, 5.100], [-1.131, 2.533, 5.169], [0.998, 2.983, 3.955], [1.315, 2.059, 1.693], [-4.759, 0.155, -3.011], [3.121, -2.846, -5.797], [2.646, -2.170, -4.544], [3.492, -1.380, -3.774], [3.064, -0.814, -2.595], [1.753, -0.964, -2.098], [1.436, -0.423, -0.841], [2.205, 0.736, -0.552], [2.265, 1.813, -1.438], [3.014, 2.939, -1.161], [3.744, 3.048, 0.021], [4.534, 4.285, 0.339], [3.689, 1.985, 0.913], [2.939, 0.849, 0.631], [2.952, -0.209, 1.574], [4.002, -0.664, 2.301], [3.503, -1.574, 3.196], [2.121, -1.607, 2.927], [1.795, -0.789, 1.941], [0.907, -1.755, -2.899], [1.358, -2.354, -4.069], [-0.443, -2.003, -2.534], [-1.420, -2.535, -3.297], [-2.460, -2.865, -2.465], [-2.031, -2.464, -1.199], [-0.814, -1.931, -1.246], [3.956, -2.305, -6.238], [2.327, -2.908, -6.541], [3.459, -3.862, -5.588], [4.517, -1.227, -4.088], [3.775, -0.254, -2.007], [1.700, 1.751, -2.356], [3.029, 3.756, -1.872], [4.826, 4.808, -0.570], [5.436, 4.047, 0.901], [3.943, 4.978, 0.941], [4.237, 2.029, 1.847], [5.002, -0.312, 2.115], [4.053, -2.145, 3.922], [1.369, -2.209, 3.410], [0.693, -3.007, -4.617], [-1.309, -2.649, -4.359], [-3.400, -3.309, -2.738], [-2.568, -2.516, -0.267], [-0.994, -2.538, 2.179], [-0.758, -1.722, 1.397], [-1.225, -3.237, 2.854]], "e_lumo_ev": [-2.76, -4.06], "spin_multiplicity": 2, "charge": 1, "gap_ha": [0.26485, 0.21779], "e_tot_ev": -99711.557, "de_lowest_kj_mol": 121.1}